(1)
C5H11N | ωB97M-V with the def2-TZVPD basis set

Computed properties:
SMILES = CC/C(C)=C/N
molar mass = 85.1 g mol⁻¹
largest force on an atom = 3.4 eV/Å
E_LUMO = 1.0 eV
Kohn-Sham gap = 8.4065 eV

Cartesian coordinates (Å):
1 C 2.096 0.067 0.912
2 C 1.098 1.017 0.235
3 C -0.267 0.396 -0.077
4 C -1.593 1.141 -0.049
5 C -0.195 -0.783 -0.677
6 N -1.214 -1.712 -0.560
7 H 2.994 0.595 1.137
8 H 2.272 -0.841 0.212
9 H 1.679 -0.329 1.815
10 H 1.503 1.478 -0.674
11 H 0.776 1.699 0.953
12 H -2.247 1.035 -0.887
13 H -2.151 0.611 0.707
14 H -1.272 2.198 0.279
15 H 0.805 -1.068 -1.268
16 H -1.542 -1.733 0.399
17 H -1.153 -2.691 -0.817

(2)
C5H7ClFN | ωB97M-V with the def2-TZVPD basis set

Computed properties:
SMILES = C#C[C@@H](N)C[C@H](F)Cl
molar mass = 135.6 g mol⁻¹
largest force on an atom = 3.0 eV/Å
E_LUMO = 0.8 eV
Kohn-Sham gap = 10.4759 eV

Cartesian coordinates (Å):
1 C -0.831 2.460 0.522
2 C -0.660 1.248 0.506
3 C -0.674 -0.213 0.411
4 N -1.976 -0.483 -0.085
5 C 0.399 -0.758 -0.529
6 C 1.815 -0.552 0.001
7 F 1.885 -0.885 1.308
8 Cl 2.390 1.161 -0.210
9 H -0.791 3.522 0.634
10 H -0.541 -0.698 1.407
11 H -2.132 0.039 -0.962
12 H -2.061 -1.473 -0.292
13 H 0.318 -0.406 -1.550
14 H 0.277 -1.824 -0.621
15 H 2.584 -1.138 -0.540

(3)
C3H9NS2 | ωB97M-V with the def2-TZVPD basis set

Computed properties:
2S+1 = 2
<S²> = 0.754
molar mass = 123.2 g mol⁻¹
net charge = +1
largest force on an atom = 2.1 eV/Å
E_LUMO (alpha / beta) = -4.6 / -8.0 eV
Kohn-Sham gap (alpha / beta) = 8.9027 / 5.3801 eV

Cartesian coordinates (Å):
1 N -0.952 0.098 -1.293
2 C -0.465 0.235 0.053
3 C -0.787 1.598 0.632
4 C 1.043 -0.088 0.370
5 S 1.786 -1.484 -0.371
6 S 0.642 -2.989 0.294
7 H -0.542 -0.660 -1.815
8 H -0.954 0.980 -1.786
9 H -0.997 -0.476 0.703
10 H -1.778 1.925 0.326
11 H -0.844 1.573 1.718
12 H -0.094 2.394 0.348
13 H 1.666 0.727 -0.001
14 H 1.103 0.018 1.418
15 H 1.173 -3.852 -0.595

(4)
C21H33N3O3S | ωB97M-V with the def2-TZVPD basis set

Computed properties:
SMILES = CCN(CC)S(=O)(=O)c1ccc(N2CCCC2)c(NC(=O)C2CCCCC2)c1
molar mass = 407.6 g mol⁻¹
largest force on an atom = 1.1 eV/Å
E_LUMO = 0.6 eV
Kohn-Sham gap = 8.4721 eV

Cartesian coordinates (Å):
1 C -3.210 -2.837 -0.024
2 C -4.041 -1.560 0.078
3 N -3.298 -0.404 -0.369
4 C -3.211 -0.121 -1.783
5 C -4.526 0.325 -2.420
6 S -3.244 0.946 0.609
7 O -3.453 0.502 1.959
8 O -4.081 2.011 0.123
9 C -1.542 1.430 0.411
10 C -1.187 2.709 0.025
11 C 0.143 3.041 -0.101
12 C 1.176 2.113 0.151
13 N 2.473 2.497 0.035
14 C 3.601 1.595 -0.128
15 C 4.711 2.470 -0.709
16 C 4.380 3.847 -0.145
17 C 2.858 3.869 -0.238
18 C 0.781 0.820 0.568
19 N 1.714 -0.208 0.912
20 C 2.036 -1.204 0.039
21 O 1.840 -1.099 -1.152
22 C 2.707 -2.393 0.719
23 C 3.441 -3.294 -0.278
24 C 2.480 -4.048 -1.193
25 C 1.463 -4.841 -0.382
26 C 0.695 -3.904 0.544
27 C 1.659 -3.204 1.497
28 C -0.561 0.500 0.682
29 H -3.784 -3.679 0.352
30 H -2.303 -2.740 0.566
31 H -2.931 -3.039 -1.055
32 H -4.974 -1.673 -0.486
33 H -4.291 -1.367 1.122
34 H -2.821 -1.010 -2.288
35 H -2.469 0.677 -1.883
36 H -5.264 -0.473 -2.393
37 H -4.355 0.600 -3.458
38 H -4.912 1.184 -1.880
39 H -1.966 3.425 -0.179
40 H 0.395 4.039 -0.415
41 H 3.346 0.772 -0.796
42 H 3.906 1.187 0.843
43 H 5.701 2.120 -0.426
44 H 4.645 2.488 -1.797
45 H 4.840 4.659 -0.702
46 H 4.694 3.912 0.897
47 H 2.407 4.546 0.493
48 H 2.544 4.175 -1.245
49 H 1.818 -0.389 1.900
50 H 3.438 -1.987 1.431
51 H 4.116 -2.684 -0.882
52 H 4.045 -4.011 0.286
53 H 1.959 -3.329 -1.825
54 H 3.050 -4.719 -1.839
55 H 0.770 -5.352 -1.052
56 H 1.975 -5.601 0.215
57 H 0.171 -3.158 -0.057
58 H -0.048 -4.463 1.117
59 H 1.104 -2.556 2.180
60 H 2.177 -3.955 2.099
61 H -0.854 -0.489 0.998

(5)
C23H28F2N6O4S | ωB97M-V with the def2-TZVPD basis set

Computed properties:
SMILES = CCCSc1nc(N[C@@H]2C[C@@H]2c2ccc(F)c(F)c2)c2nnn([C@@H]3C[C@H](OCCO)[C@H](O)[C@H]3O)c2n1
molar mass = 522.6 g mol⁻¹
largest force on an atom = 1.5 eV/Å
E_LUMO = 0.4 eV
Kohn-Sham gap = 8.9190 eV

Cartesian coordinates (Å):
1 C -2.836 5.473 -0.451
2 C -2.331 4.620 0.706
3 C -3.034 3.273 0.731
4 S -2.476 2.226 2.116
5 C -0.947 1.657 1.517
6 N -0.333 0.813 2.347
7 C 0.826 0.270 1.996
8 N 1.420 -0.613 2.810
9 C 0.842 -1.015 4.046
10 C 1.156 -2.376 4.572
11 C -0.227 -2.094 4.061
12 C -0.730 -2.650 2.779
13 C -0.278 -3.855 2.256
14 C -0.769 -4.335 1.055
15 C -1.711 -3.601 0.359
16 F -2.171 -4.056 -0.821
17 C -2.173 -2.396 0.876
18 F -3.082 -1.675 0.197
19 C -1.696 -1.928 2.084
20 C 1.386 0.657 0.756
21 N 2.504 0.353 0.054
22 N 2.465 0.979 -1.057
23 N 1.352 1.719 -1.149
24 C 0.908 2.303 -2.386
25 C -0.162 1.402 -3.011
26 C 0.649 0.193 -3.487
27 O 0.855 -0.646 -2.369
28 C 1.132 -2.007 -2.643
29 C 1.299 -2.707 -1.292
30 O 2.541 -2.484 -0.684
31 C 1.986 0.818 -4.010
32 O 3.119 0.077 -3.683
33 C 2.030 2.263 -3.430
34 O 1.739 3.250 -4.389
35 C 0.622 1.546 -0.025
36 N -0.553 2.066 0.322
37 H -2.323 6.432 -0.465
38 H -3.904 5.655 -0.356
39 H -2.655 4.972 -1.400
40 H -2.504 5.136 1.652
41 H -1.258 4.454 0.598
42 H -2.844 2.713 -0.183
43 H -4.107 3.390 0.879
44 H 2.244 -1.082 2.465
45 H 0.713 -0.187 4.734
46 H 1.804 -2.992 3.967
47 H 1.301 -2.501 5.634
48 H -1.007 -1.951 4.799
49 H 0.456 -4.436 2.792
50 H -0.426 -5.270 0.644
51 H -2.062 -0.989 2.472
52 H 0.555 3.321 -2.205
53 H -0.928 1.112 -2.294
54 H -0.614 1.917 -3.856
55 H 0.136 -0.369 -4.277
56 H 0.289 -2.454 -3.189
57 H 2.046 -2.111 -3.240
58 H 0.482 -2.372 -0.636
59 H 1.222 -3.787 -1.433
60 H 2.667 -1.528 -0.557
61 H 1.960 0.868 -5.104
62 H 3.178 0.050 -2.711
63 H 3.011 2.445 -2.969
64 H 2.421 3.229 -5.070

(6)
C6H11Cl2 | ωB97M-V with the def2-TZVPD basis set

Computed properties:
2S+1 = 2
<S²> = 0.753
molar mass = 154.1 g mol⁻¹
largest force on an atom = 3.3 eV/Å
E_LUMO (alpha / beta) = 1.0 / -3.2 eV
Kohn-Sham gap (alpha / beta) = 11.5660 / 7.4510 eV

Cartesian coordinates (Å):
1 Cl 0.027 -3.959 -1.797
2 Cl -0.673 -1.333 -2.794
3 C -0.712 0.184 -1.947
4 C -0.641 0.101 -0.426
5 C 0.688 -0.611 -0.080
6 C 1.075 -0.283 1.345
7 C 0.243 0.908 1.741
8 C -0.629 1.300 0.546
9 H 0.041 0.848 -2.442
10 H -1.720 0.548 -2.284
11 H -1.479 -0.494 -0.059
12 H 0.615 -1.689 -0.142
13 H 1.504 -0.362 -0.767
14 H 0.886 -1.145 1.976
15 H 2.140 -0.156 1.454
16 H -0.337 0.651 2.612
17 H 0.860 1.722 2.093
18 H -0.245 2.216 0.099
19 H -1.643 1.552 0.873

(7)
C7H13INO5P | ωB97M-V with the def2-TZVPD basis set

Computed properties:
SMILES = [H]/N=C(\C)COC(=O)OP(O)I.CC(C)=O
molar mass = 349.1 g mol⁻¹
largest force on an atom = 0.7 eV/Å
E_LUMO = 0.2 eV
Kohn-Sham gap = 9.7565 eV

Cartesian coordinates (Å):
1 H 1.360 2.417 -0.332
2 N 0.455 1.982 -0.151
3 C -0.354 2.790 0.422
4 C -0.034 4.208 0.795
5 C -1.753 2.261 0.739
6 O -1.951 1.760 2.085
7 C -0.938 1.732 2.975
8 O -0.875 2.460 3.918
9 O 0.007 0.785 2.750
10 P -0.340 -0.785 2.255
11 O -0.699 -0.600 0.708
12 I 2.035 -1.395 2.067
13 H -0.878 4.873 0.597
14 H 0.824 4.564 0.217
15 H 0.214 4.279 1.858
16 H -1.995 1.464 0.036
17 H -2.491 3.059 0.614
18 H -0.048 -0.025 0.231
19 C 1.749 -4.368 -2.423
20 C 0.992 -3.061 -2.434
21 C -0.381 -3.067 -1.806
22 O 1.463 -2.060 -2.919
23 H 2.717 -4.232 -2.899
24 H 1.895 -4.706 -1.396
25 H 1.185 -5.133 -2.959
26 H -0.312 -3.353 -0.755
27 H -1.030 -3.778 -2.319
28 H -0.814 -2.072 -1.875

(8)
C9H11F2N2OP | ωB97M-V with the def2-TZVPD basis set

Computed properties:
molar mass = 232.2 g mol⁻¹
largest force on an atom = 5.0 eV/Å
E_LUMO = 0.7 eV
Kohn-Sham gap = 9.3695 eV

Cartesian coordinates (Å):
1 O 1.839 -1.788 0.033
2 F 0.067 2.109 0.388
3 F -0.844 1.550 -1.879
4 C 1.453 -0.836 -0.603
5 C -3.110 -1.559 1.611
6 C -3.371 -1.378 0.310
7 C -1.840 -1.680 2.211
8 C -2.230 -1.013 -0.458
9 C -0.701 -1.356 1.461
10 C -0.902 -0.949 0.119
11 N 0.133 -0.464 -0.671
12 N 2.019 0.382 -0.717
13 C 2.985 0.722 0.280
14 C 1.411 2.312 -1.977
15 P 0.466 1.252 -0.922
16 H -3.986 -1.704 2.293
17 H -4.339 -1.299 -0.203
18 H -1.568 -2.062 3.172
19 H -2.375 -0.810 -1.482
20 H 0.279 -1.399 1.890
21 H 3.782 1.460 -0.157
22 H 2.460 1.192 1.172
23 H 3.524 -0.196 0.606
24 H 1.701 1.722 -2.772
25 H 2.383 2.642 -1.461
26 H 0.765 3.150 -2.242

(9)
C19H31CrN2P | ωB97M-V with the def2-TZVPD basis set

Computed properties:
2S+1 = 5
<S²> = 6.046
molar mass = 370.4 g mol⁻¹
largest force on an atom = 2.4 eV/Å
E_LUMO (alpha / beta) = 0.2 / -0.4 eV
Kohn-Sham gap (alpha / beta) = 6.4835 / 5.8900 eV

Cartesian coordinates (Å):
1 C 0.445 3.405 -3.577
2 C -0.841 2.943 -3.312
3 C -1.017 1.813 -2.491
4 C 0.064 1.141 -1.935
5 C 1.351 1.643 -2.185
6 C 1.549 2.794 -2.975
7 C -2.429 1.414 -2.220
8 C -2.667 -0.034 -1.735
9 N -2.096 -1.159 -2.486
10 Cr -0.345 -0.285 -0.376
11 C 2.525 1.001 -1.489
12 P 1.928 -0.656 -0.929
13 H -1.731 3.439 -3.724
14 H 2.571 3.180 -3.092
15 H 0.592 4.266 -4.236
16 H 2.834 1.581 -0.600
17 H 3.405 0.885 -2.141
18 H -2.831 2.071 -1.429
19 H -3.049 1.624 -3.107
20 H -2.336 -0.109 -0.643
21 C 3.261 -1.303 0.103
22 C 2.078 -1.597 -2.484
23 H -3.773 -0.150 -1.624
24 C -1.404 -0.966 -3.761
25 C -2.938 -2.359 -2.515
26 H 0.329 -1.074 1.058
27 H -1.895 -1.543 -4.566
28 H -1.323 0.079 -4.074
29 H -0.378 -1.368 -3.685
30 H -3.117 -2.709 -3.551
31 H -2.440 -3.192 -1.990
32 H -3.908 -2.199 -2.011
33 H 3.138 -1.684 -2.753
34 H 1.645 -2.591 -2.320
35 H 1.535 -1.094 -3.293
36 H 4.221 -1.239 -0.432
37 H 3.315 -0.729 1.037
38 H 3.035 -2.354 0.329
39 H -0.208 -1.691 0.712
40 C -3.038 -0.640 1.617
41 C -2.418 0.690 1.635
42 C -2.966 1.855 2.212
43 C -2.038 2.887 1.989
44 C -0.952 2.329 1.282
45 C 0.256 3.037 0.843
46 N -1.201 0.989 1.052
47 H -2.415 -1.393 1.106
48 H -4.011 -0.561 1.091
49 H -3.238 -1.003 2.642
50 H -3.958 1.914 2.639
51 H -2.142 3.941 2.225
52 H 0.399 3.931 1.468
53 H 1.174 2.421 0.903
54 H 0.116 3.381 -0.197

(10)
C7H17P | ωB97M-V with the def2-TZVPD basis set

Computed properties:
SMILES = CCC(C)(C)P(C)C
molar mass = 132.2 g mol⁻¹
largest force on an atom = 2.8 eV/Å
E_LUMO = 0.9 eV
Kohn-Sham gap = 8.9685 eV

Cartesian coordinates (Å):
1 C -1.666 -0.465 2.252
2 C -1.172 -0.821 0.750
3 C -0.358 0.217 -0.061
4 C -0.794 -0.010 -1.474
5 C -0.524 1.729 0.319
6 P 1.415 -0.094 0.268
7 C 2.220 1.121 -0.882
8 C 1.678 -1.718 -0.518
9 H -1.938 -1.428 2.715
10 H -0.912 -0.004 2.882
11 H -2.613 0.125 2.413
12 H -0.559 -1.801 0.824
13 H -2.119 -1.134 0.231
14 H -0.555 -0.900 -2.000
15 H -1.825 0.260 -1.398
16 H -0.212 0.670 -2.067
17 H -1.554 2.007 0.604
18 H 0.076 1.953 1.210
19 H -0.333 2.338 -0.605
20 H 3.256 1.195 -1.024
21 H 1.748 0.969 -1.827
22 H 1.897 2.137 -0.497
23 H 2.041 -2.480 0.142
24 H 0.667 -2.122 -0.719
25 H 2.136 -1.744 -1.537

(11)
C27H27CrN6O6S | ωB97M-V with the def2-TZVPD basis set

Computed properties:
2S+1 = 4
<S²> = 3.779
molar mass = 615.6 g mol⁻¹
largest force on an atom = 3.5 eV/Å
E_LUMO (alpha / beta) = -0.2 / -0.4 eV
Kohn-Sham gap (alpha / beta) = 8.0279 / 7.9657 eV

Cartesian coordinates (Å):
1 Cr -0.109 0.267 -0.316
2 C -1.513 -0.545 -2.999
3 N -0.663 -1.262 -1.934
4 C 0.450 -2.005 -2.540
5 C 1.505 -1.257 -3.335
6 C 2.871 -1.603 -3.157
7 C 3.818 -0.721 -3.767
8 C 3.349 0.142 -4.696
9 C 1.983 0.327 -4.865
10 N 1.044 -0.283 -4.201
11 C -1.559 -2.182 -1.167
12 C -2.461 -1.397 -0.276
13 C -3.771 -1.834 -0.113
14 C -4.636 -1.184 0.756
15 C -4.186 -0.006 1.345
16 C -2.857 0.326 1.208
17 N -2.046 -0.274 0.315
18 C -1.264 0.901 -2.980
19 C -1.455 1.670 -4.110
20 C -1.105 3.009 -4.084
21 C -0.500 3.554 -2.920
22 C -0.340 2.777 -1.794
23 N -0.873 1.532 -1.818
24 H -2.530 -0.842 -2.839
25 H -1.281 -0.902 -3.983
26 H 0.067 -2.803 -3.198
27 H 1.034 -2.320 -1.693
28 H 3.099 -2.417 -2.534
29 H 4.899 -0.853 -3.584
30 H 4.071 0.802 -5.101
31 H 1.540 1.082 -5.550
32 H -1.015 -2.854 -0.486
33 H -2.074 -2.832 -1.955
34 H -4.215 -2.692 -0.727
35 H -5.638 -1.549 1.018
36 H -4.744 0.600 2.060
37 H -2.439 1.135 1.802
38 H -1.874 1.234 -5.004
39 H -1.398 3.643 -4.961
40 H -0.091 4.543 -2.902
41 H 0.241 3.150 -0.943
42 C 0.625 1.813 6.782
43 C 0.476 0.639 5.828
44 C 1.662 0.074 5.320
45 C 1.583 -0.718 4.144
46 C 0.428 -0.979 3.467
47 C -0.751 -0.561 4.090
48 C -0.738 0.281 5.178
49 S 0.612 -2.006 1.974
50 O 1.741 -2.918 2.124
51 O -0.684 -2.632 1.645
52 N 0.995 -0.890 0.908
53 C 2.408 -0.469 0.854
54 C 2.676 0.438 -0.430
55 O 3.814 0.836 -0.603
56 O 1.661 0.742 -1.150
57 H 1.173 1.466 7.644
58 H -0.306 2.127 7.192
59 H 1.062 2.722 6.423
60 H 2.605 0.166 5.891
61 H 2.536 -1.118 3.752
62 H -1.725 -0.875 3.647
63 H -1.672 0.644 5.634
64 H 3.038 -1.392 0.657
65 H 2.662 0.210 1.671
66 O 0.765 2.537 2.688
67 N 0.587 2.169 1.518
68 O -0.569 1.612 1.180

> Number 9 is which compound?

C19H31CrN2P